[1]
Density functional theory data (the ωB97M-V functional and the def2-TZVPD basis) for a molecular structure, C37H27N3O2PtS2.

Structure (ORCA input):
```
! wB97M-V def2-TZVPD RIJCOSX def2/J DEFGRID3
* xyz -2 1
H -6.2066 -4.3130 -3.6936
H 4.1081 -0.4084 -1.3407
H -2.1603 -2.9966 -3.2429
O 0.9567 -0.2128 2.0820
N -1.3522 1.2045 0.4963
C -5.4810 -3.6324 -3.2617
H 1.4907 0.2605 6.7102
C -0.2470 -0.2432 -2.4367
C 1.4599 0.6428 4.6100
H 4.8100 1.8795 -1.9934
H -1.6587 0.7102 -5.8811
H 4.0451 3.8071 -0.6656
N 1.3999 -5.0357 4.8742
H -2.4050 2.4383 -2.4606
C 2.8519 2.6232 0.6674
C 3.3106 1.8651 3.7271
C 3.7082 2.8092 -0.4053
C 2.8909 0.2693 0.2778
C 3.8578 1.9455 4.9981
C 0.7481 -3.2466 1.8688
Pt -0.5268 -0.8463 0.6984
C 0.0780 0.6680 -4.6253
N 3.9114 -4.7076 1.5181
H -3.1441 -0.2530 -4.1662
H -5.3107 -0.9710 -1.1981
O -1.9220 -1.7116 -0.6456
C 0.2361 2.1012 2.1173
C 3.2077 1.3802 6.0814
H -3.8744 0.8012 -1.6248
C -1.8127 2.3704 -1.5590
H -6.9337 -2.5256 -2.1493
H -0.6397 4.1372 -1.9688
C -0.1529 3.2091 -0.0813
H 0.7259 1.1066 -5.3742
C 3.7473 0.4511 -0.7917
H 0.1532 -0.5368 -1.4614
C -4.1312 -3.7638 -3.5542
H -3.6141 0.0584 -0.0076
C -1.2619 0.4542 -4.9041
C -2.5266 -0.9475 -1.5781
C 2.0030 0.7239 5.8771
H 1.6329 0.4663 -3.1583
C 4.1483 1.7266 -1.1484
C -5.8852 -2.6250 -2.4040
C -2.0620 1.3550 -0.6579
C -0.4327 2.1724 0.7884
C 2.8845 -4.4024 1.9519
C 1.4277 1.0490 2.1447
C -3.6117 -1.8380 -2.1851
S -0.7132 -2.6763 2.5508
C -3.2115 -2.8808 -3.0221
C 1.6624 -4.0627 2.5351
S 1.0018 -2.8284 0.2269
C -4.9627 -1.7407 -1.8701
C -1.5962 -0.4423 -2.6943
C -0.8329 3.3190 -1.2892
H 2.5424 3.4869 1.2408
H 0.6042 3.0867 2.4150
C 2.4107 1.3490 1.0091
H -3.7995 -4.5634 -4.2053
C -2.0958 -0.0917 -3.9430
H 3.6411 1.4376 7.0738
H 2.5855 -0.7256 0.5689
C 2.1001 1.2178 3.5152
C 1.4799 -4.5637 3.8216
H 3.8507 2.2888 2.8925
H -0.4731 1.7359 2.8627
H 4.8084 2.4472 5.1395
H 0.5618 3.9677 0.2018
C -3.1406 0.3659 -0.9410
H 0.5491 0.0904 4.4337
C 0.5868 0.3141 -3.3866
*
```

Calculated values
HOMO-LUMO gap, eV: 4.7
Highest occupied orbital energy, eV: -0.50
LUMO, eV: 4.188



[2]
Density functional theory data (the ωB97M-V functional and the def2-TZVPD basis) for 6 unconnected molecules or ions with the total composition C15H29BN2O20P2S6.

Structure (ORCA input):
```
! wB97M-V def2-TZVPD RIJCOSX def2/J DEFGRID3
* xyz 0 1
H -2.8767 1.4077 -2.1252
C -5.3266 4.7505 -0.1877
H 0.6779 -3.7277 6.6973
S 2.8492 -3.8098 8.7095
O -6.4007 4.1817 -2.1830
H -4.8314 1.3732 4.7021
O 8.2333 0.7094 -5.1511
H 1.8680 -3.1017 5.5318
B -3.6026 0.8355 2.3823
O 2.1721 -4.7759 9.4920
C 3.5953 -2.8742 -3.4375
P -2.1541 1.9776 2.9426
C 5.6721 0.9510 -7.4790
H 3.6467 -1.4247 -1.8310
H 0.8697 -1.3900 7.3537
C 1.7702 -1.9956 7.3993
H 4.8711 2.8169 -6.6930
S -4.9008 4.5301 -2.6277
H -0.2185 -3.4779 1.0485
O 0.1385 -0.8250 1.6887
S -4.7919 -1.3517 4.2720
C 0.3164 -2.7697 0.4116
N -3.5501 -1.5202 -0.6326
O -4.3312 3.3969 -3.2598
C 1.6610 -3.2654 6.5860
O 1.9980 -2.4504 8.7406
O 6.0103 1.7517 -5.3196
O -4.2734 4.6465 -1.1547
O 2.1832 -3.1513 -3.3948
O -4.8979 5.8102 -3.2299
H 4.6923 0.4820 -7.3688
H -6.2917 0.7529 3.0829
H -5.6088 5.8016 -0.0991
H -4.9879 4.3833 0.7787
C 5.7760 2.2175 -6.6563
O 6.1941 -0.5750 -4.5888
C -6.4504 3.9208 -0.7731
H -7.4236 4.1970 -0.3764
S 1.3543 -1.7980 -3.5887
H 0.3872 -3.1669 -0.5946
N -2.5718 3.4794 2.6195
P -5.0121 0.4903 3.6162
H 0.0325 -0.7763 -0.3707
H 5.8776 1.1186 -8.5325
C -3.6553 -1.0434 0.5986
S 1.6132 -1.3561 2.0041
O 2.5754 -0.7800 -3.4724
O 0.8397 -1.7406 -4.9053
H 4.1365 -3.5903 -2.8259
S 6.8702 0.4033 -5.3650
C -3.2307 1.1687 -0.0644
H -3.8557 -1.7596 1.3883
H 3.9292 -2.9536 -4.4736
H 4.6366 -0.9786 -3.2450
C -3.1161 0.7132 -1.3386
H 6.6296 2.8260 -6.9619
H -6.2820 2.8526 -0.6161
C 3.7199 -1.4600 -2.9210
O 4.2163 -3.5037 8.9177
H -1.8417 1.6987 4.2959
C -3.5159 0.2718 0.9530
O 0.5124 -1.6389 -2.4536
C -0.3207 -1.4023 0.4467
O 1.6239 -1.8723 3.3258
H -1.4049 -1.4451 0.4281
H -1.9080 3.8742 1.9629
O 1.6317 -2.5685 0.9639
C -3.2727 -0.6223 -1.5618
H -3.1624 -0.9814 -2.5775
O 2.5576 -0.3888 1.5788
O 6.6595 0.0743 -6.9166
H -3.0951 2.2170 0.1650
O 2.6409 -4.1453 7.1562
H 2.6286 -1.3958 7.0894
H -1.0263 1.5807 2.1913
*
```

Calculated values
HOMO-LUMO gap, eV: 7.3
Highest occupied orbital energy, eV: -9.14
SMILES string: N=[PH2]B([PH2]=S)c1cccnc1.O=S1(=O)OCCO1.O=S1(=O)OCCO1.O=S1(=O)OCCO1.O=S1(=O)OCCO1.O=S1(=O)OCCO1
LUMO, eV: -1.802



[3]
Density functional theory data (the ωB97M-V functional and the def2-TZVPD basis) for a molecular structure, C4H3N3.

Structure (ORCA input):
```
! wB97M-V def2-TZVPD RIJCOSX def2/J DEFGRID3
* xyz 0 1
N 0.3817 2.9927 1.8845
C 0.5828 -1.4764 0.1756
H 0.5995 -1.5676 1.2973
C -0.8935 -0.0733 -1.4062
C 0.0630 2.2077 1.1095
N -1.3845 -0.5162 -2.3523
H 1.5176 -1.2279 -0.2512
N -0.4079 1.5649 0.1035
C -0.2467 0.3432 -0.2327
H -0.2119 -2.2473 -0.3281
*
```

Calculated values
HOMO-LUMO gap, eV: 9.1
Highest occupied orbital energy, eV: -10.57
Relative energy (zero: lowest compared OMol25 entry of this formula, charge and spin), kJ/mol: 376.09
LUMO, eV: -1.433



[4]
Density functional theory data (the ωB97M-V functional and the def2-TZVPD basis) for 10 unconnected molecules or ions with the total composition C45H63N10O.

Structure (ORCA input):
```
! wB97M-V def2-TZVPD RIJCOSX def2/J DEFGRID3
* xyz 1 1
H -3.3257 1.8055 1.4105
H 4.8853 0.3235 2.9145
H -1.2507 -0.7855 -4.3595
C 3.4523 2.8975 -3.8865
C 0.2513 0.6065 0.2175
C 3.3853 1.5515 5.7405
C 4.9793 1.7985 0.2855
N -6.8157 -0.2955 1.8715
C -3.2507 0.9825 0.7085
N 6.9453 1.4025 1.4435
C -1.3827 -0.6965 -1.2655
H 2.4623 0.3895 0.0885
C 3.1073 -2.6515 -0.9835
C -2.1577 1.1075 8.0615
C 2.7833 2.6845 -5.2435
H 3.1263 2.0455 6.7285
H 3.1603 2.1545 -6.0665
C 1.6623 4.4135 -4.2505
N -0.1027 -6.1325 0.1485
H -1.2847 2.5645 9.2535
H 1.8783 -0.7055 1.4115
H -1.7517 0.1685 -1.7085
H 2.8403 4.3725 -2.3085
N -1.1707 1.9805 8.4405
H 0.3653 2.8465 0.3525
C 5.4143 0.2915 0.3375
C 1.6413 0.3165 0.9045
C 0.0783 -0.4525 -0.7945
H -0.3907 -6.6455 -1.8635
C 1.4283 -3.3885 -2.6145
H -4.4407 0.8055 0.4245
H 3.9953 2.1965 -0.2005
H -6.4787 -0.3325 2.9635
H -1.1447 -1.4735 -2.1485
H 1.9373 -4.7345 -0.6435
C -1.6797 3.7235 -2.8905
C -0.6847 1.3725 6.2055
C 6.0683 2.3745 1.0535
H 0.5983 -1.4955 -0.5605
H 3.7573 -2.7185 -0.1345
H 1.9343 1.0605 1.6645
C 2.9193 0.1605 5.4035
H -1.9907 -2.2295 0.2055
H -2.8947 1.0225 8.9185
H -0.2337 1.1275 5.2535
H 0.9823 5.2375 -4.3195
H 6.2603 3.3575 1.6665
H -3.4977 4.6895 -1.8635
C -3.8697 2.7185 -2.9815
H 3.2203 -1.1745 3.9335
H -3.2577 -1.3455 -0.5585
C 4.1703 0.6535 3.6945
H 4.7673 2.7745 4.3315
H 0.5433 -0.0705 -1.6765
H -7.6457 0.4725 -1.2505
H -2.5927 -0.0545 6.3235
C 1.3063 -2.4905 -6.1705
H -7.1297 -2.2465 -0.6575
C -7.0597 -1.4745 -0.0205
H -0.6917 -3.4585 -5.6965
N 1.7173 -1.2745 -5.7505
N 1.7283 3.6645 -5.3555
N 1.9483 -2.2185 -3.0055
C 2.6843 3.9345 -3.3055
H 1.1353 3.8105 -6.2105
H -2.6157 -4.9825 -1.4155
C 4.3453 1.8325 4.6025
H 0.8843 2.4265 -1.1605
C 6.5793 0.1645 1.0355
N -0.8287 0.3405 1.2825
H 7.5073 1.7425 2.1615
H -2.8907 1.5675 -0.0885
H 2.1513 -0.3445 6.0495
N 3.4393 -0.3175 4.2335
C 2.0673 -3.7675 -1.2545
C -0.7547 -5.4375 1.2755
C -2.9187 -0.7635 2.3945
H 0.7423 -3.7135 -3.2215
H 4.2313 2.4165 -3.4715
C -7.0547 0.6715 0.9765
C 3.0033 -1.7445 -2.2585
H -0.5637 2.0095 -4.2755
N -3.0817 3.7925 -2.4795
H 1.9463 -3.2215 -6.6225
H 1.5953 -1.8705 -3.9845
O -0.6657 0.8915 2.4075
C -0.2447 2.2475 7.3305
H -2.2907 -1.3505 2.7365
C -0.1977 -2.5865 -5.5525
C -1.8767 0.5795 6.7695
H 4.9083 -0.6335 -0.3075
C -1.4617 2.5125 -3.7055
H -3.0887 1.0135 -4.1995
C -0.4157 -1.2535 -4.8835
H -1.1257 4.6895 -2.4835
H 0.6753 -6.6665 0.2145
H 2.6293 -0.9535 -5.9905
C 0.0963 1.9595 -0.3415
C 0.7413 -0.4335 -5.1625
C -1.9867 -4.8625 0.7155
C -7.3487 -0.0545 -0.3005
C -2.8927 1.9015 -3.6775
C -6.7637 -1.5505 1.4185
H -3.0307 -0.1005 3.1235
H 3.5883 -0.7275 -2.5465
H -0.8947 2.3315 -0.5835
H -0.1037 -5.6625 2.1405
C -2.1897 -1.1635 -0.0975
H 1.1223 0.5755 -4.9305
H -7.1707 1.5915 1.3235
H 0.6673 2.8155 7.5855
C -2.2257 -0.1885 1.0645
H 7.1943 -0.6925 1.3625
H -3.8197 -1.1215 2.2865
C -0.7387 -5.9875 -1.0795
H -6.5937 -2.2965 2.0335
H -4.9687 2.5975 -2.6915
C -1.9027 -5.1855 -0.7935
H -2.7527 -4.3465 1.4185
*
```

Calculated values
HOMO-LUMO gap, eV: 3.9
Highest occupied orbital energy, eV: -9.50
Relative energy (zero: lowest compared OMol25 entry of this formula, charge and spin), kJ/mol: 0.00
LUMO, eV: -5.587



[5]
Density functional theory data (the ωB97M-V functional and the def2-TZVPD basis) for a single C4H9ClS molecule.

Structure (ORCA input):
```
! wB97M-V def2-TZVPD RIJCOSX def2/J DEFGRID3
* xyz 0 1
S 0.6012 -2.0537 1.4159
C 0.1263 0.4939 0.1104
H -1.7290 1.3004 -0.1153
H -0.7539 2.2322 1.1370
C -0.1069 2.6988 -0.8362
C -0.7578 1.7421 0.1746
H -0.3883 0.0979 1.9774
H 0.1409 2.2127 -1.8204
H -1.3314 -0.8283 0.7426
H 1.2283 0.6254 -0.0381
H 0.7557 3.0560 -0.4477
Cl -0.0635 -0.2062 -1.5530
H -0.7590 3.6181 -1.0891
H 0.7335 -2.2232 0.2102
C -0.3343 -0.5557 1.0828
*
```

Calculated values
HOMO-LUMO gap, eV: 10.3
Highest occupied orbital energy, eV: -9.31
Relative energy (zero: lowest compared OMol25 entry of this formula, charge and spin), kJ/mol: 102.98
SMILES string: CC[C@H](Cl)CS
LUMO, eV: 0.961



[6]
Density functional theory data (the ωB97M-V functional and the def2-TZVPD basis) for a single C21H25F2N3O2 molecule.

Structure (ORCA input):
```
! wB97M-V def2-TZVPD RIJCOSX def2/J DEFGRID3
* xyz 0 1
H 2.0221 -0.9591 -0.8818
H 1.0178 -4.4064 -5.2926
H -1.8038 2.7206 4.6699
C 1.3696 -1.8411 -0.9953
O 0.0914 0.5257 -3.7918
N 0.2571 -1.5431 -1.8750
N -0.1468 0.8326 2.1159
C 0.5947 -0.2700 1.7681
O 1.7124 -0.4541 2.2174
H -0.9289 1.3466 -5.3924
N 0.0009 -1.1580 0.9098
C 0.3235 1.7180 3.1711
C -0.2347 1.2635 4.5055
H 1.6567 -2.3858 1.0819
H 0.5262 3.0531 -3.3087
H 0.7598 -3.8370 -2.9164
H 0.3184 -0.3384 -6.3317
C 0.8339 -2.2253 0.3852
C -0.0092 3.1599 2.8033
H -1.3712 -0.2687 -2.0518
H -1.1465 0.8035 1.9991
C 0.4142 -1.7621 -3.2464
F -1.7364 -0.2059 8.0579
H -1.6846 -1.7705 -0.1042
H 0.2920 3.8297 3.6037
H 0.7643 -2.6347 -7.0079
H -1.7293 -0.0689 0.3921
H 0.8291 1.6597 -5.3556
H -1.2129 2.7547 -3.3547
H 1.9612 -2.6560 -1.4106
H -1.0741 3.2817 2.6177
C -0.5402 -0.4512 -1.3717
C 0.3506 0.1532 5.1069
H 0.0424 0.4767 -1.2619
C -1.2447 0.2688 6.8994
H 0.5251 3.4342 1.8976
F 0.4214 -1.4135 6.8646
C 0.8131 -3.3873 -5.0023
H -0.4407 3.6776 -4.6541
H 1.1963 -0.3334 4.6452
C 0.2942 -0.7571 -4.2300
C 0.6700 -2.4015 -5.9584
C -0.0735 1.5615 -4.7362
C -1.8329 1.3704 6.3083
H 0.2240 -3.1303 0.3131
C 0.4087 -1.0974 -5.5706
C -0.3172 2.8490 -3.9628
H 1.4111 1.5874 3.1935
H -2.6800 1.8324 6.7902
C -0.1523 -0.3409 6.2939
C 0.6756 -3.0645 -3.6659
C -1.3308 1.8602 5.1146
C -1.0872 -0.8588 0.0052
*
```

Calculated values
HOMO-LUMO gap, eV: 8.3
Highest occupied orbital energy, eV: -7.75
Relative energy (zero: lowest compared OMol25 entry of this formula, charge and spin), kJ/mol: 0.00
SMILES string: CCOc1ccccc1N1CCN(C(=O)N[C@@H](C)c2ccc(F)c(F)c2)CC1
LUMO, eV: 0.559